1.
Here is a molecular structure, C34H57AlN3O2Si in a non-equilibrium geometry from the OMol25 dataset. Energies are from ωB97M-V/def2-TZVPD.

Structure (XYZ):
```
98
Properties=species:S:1:pos:R:3:forces:R:3
O -0.2403 4.5854 -0.8003 0.90 0.11 0.18
O -2.3676 3.7894 -2.0577 -0.57 0.48 -0.40
C 0.1148 4.4980 0.5897 -0.15 0.10 -0.13
C 1.5840 4.6446 0.9307 0.19 -0.22 0.18
H -0.2685 3.5370 0.9653 0.17 0.21 0.25
H -0.4359 5.2995 1.1042 -0.06 -0.25 -0.34
H 2.1383 3.7265 0.6953 0.03 0.38 0.03
H 1.6625 4.7944 2.0170 0.01 -0.01 -0.26
H 2.0413 5.5110 0.4343 -0.12 -0.24 0.08
C 0.6592 3.9616 -1.7461 -0.09 -0.29 0.83
C 0.8342 4.8218 -2.9709 0.15 -0.10 -0.42
H 0.2131 2.9843 -2.0056 0.30 0.16 -0.13
H 1.6395 3.7597 -1.2756 -0.49 0.12 -0.24
H -0.0634 4.8233 -3.5991 0.27 0.14 0.28
H 1.6375 4.3882 -3.5823 -0.09 0.16 0.11
H 1.1138 5.8495 -2.7024 -0.10 -0.28 -0.07
C -2.9937 3.1431 -3.1958 0.24 0.06 0.44
C -2.8738 5.1267 -1.7582 -0.12 -0.71 0.45
C -2.0194 3.0319 -4.3399 0.06 0.01 -0.44
H -3.8886 3.7093 -3.4962 0.21 -0.15 0.17
H -3.3120 2.1406 -2.8764 -0.01 0.30 -0.01
H -1.6717 4.0248 -4.6547 -0.10 -0.34 0.00
H -2.5341 2.5577 -5.1858 0.17 0.10 0.06
H -1.1497 2.4065 -4.0904 -0.21 0.27 0.02
C -2.4111 6.1844 -2.7096 0.13 0.33 -0.27
H -2.5353 5.3548 -0.7426 -0.03 -0.17 -0.28
H -3.9717 5.0642 -1.7498 0.18 0.04 0.05
H -1.3215 6.2095 -2.7969 -0.32 -0.02 0.06
H -2.7309 7.1523 -2.3117 -0.03 -0.05 -0.14
H -2.8661 6.0571 -3.6963 0.13 0.07 0.02
H -1.5961 2.9082 -0.9636 -0.69 -2.10 0.91
N 0.7328 -0.7113 -0.0532 -0.19 0.15 -0.03
C 1.0162 -2.0380 -0.0420 0.27 1.27 -0.01
C 0.1121 -2.9904 -0.4681 -0.02 -0.81 -0.23
C -1.0725 -2.7445 -1.1592 -0.55 0.92 0.00
C 2.3916 -2.4936 0.3480 0.17 -0.54 0.05
H 2.7278 -2.0749 1.3062 -0.12 0.07 -0.37
H 3.1250 -2.2438 -0.4314 -0.15 0.06 0.26
H 2.3758 -3.5862 0.4476 0.09 0.31 -0.02
C -1.6579 -3.7949 -2.0373 0.18 -0.90 -0.13
H -1.7235 -3.4638 -3.0850 -0.04 0.02 0.38
H -2.6586 -4.1074 -1.7124 0.24 0.20 -0.14
H -1.0048 -4.6736 -2.0057 -0.23 0.13 -0.09
N -1.6932 -1.5566 -1.1010 -0.02 -0.19 -0.22
C 1.8290 0.2179 0.0240 0.74 -0.46 0.10
C 2.2512 0.6827 1.2802 0.29 0.12 -0.42
C 1.5247 0.2990 2.5272 -0.02 0.09 0.55
C 3.4395 1.4163 1.3581 -0.07 -0.06 -0.24
H 3.7830 1.7418 2.3442 -0.04 -0.03 -0.41
C 4.1776 1.6842 0.2044 0.10 0.29 0.09
H 5.1001 2.2715 0.2686 -0.36 -0.28 0.00
C 3.7421 1.2219 -1.0354 -0.05 -0.01 -0.10
H 4.3086 1.4242 -1.9523 -0.11 -0.05 0.47
C 2.5827 0.4518 -1.1404 -0.13 0.17 0.42
C 2.2077 -0.1822 -2.4489 0.06 0.13 -0.55
C -2.9082 -1.3382 -1.8334 -0.41 0.07 -0.34
C -4.1375 -1.6846 -1.2465 0.28 0.20 -0.20
C -4.1717 -2.5030 0.0107 -0.32 -0.05 0.45
C -5.3100 -1.2632 -1.8746 -0.03 0.00 -0.11
H -6.2678 -1.5061 -1.4056 0.29 0.12 -0.22
C -5.2628 -0.5418 -3.0674 0.24 -0.09 -0.25
H -6.1860 -0.1924 -3.5330 0.27 -0.12 0.14
C -4.0325 -0.3107 -3.6983 -0.19 -0.28 0.32
H -3.9745 0.1886 -4.6660 -0.15 -0.13 0.20
C -2.8419 -0.7357 -3.1000 -0.36 0.08 0.29
C -1.5225 -0.5650 -3.7934 0.28 0.15 -0.41
Al -1.0872 -0.2621 0.0982 0.57 -1.32 0.44
H 0.4679 0.5886 2.5257 0.15 -0.06 0.00
H 1.9943 0.7790 3.3951 -0.15 -0.10 -0.19
H 1.5599 -0.7841 2.6991 -0.15 0.18 -0.05
H 1.1408 -0.0857 -2.6897 0.23 -0.09 0.20
H 2.4623 -1.2536 -2.4683 -0.15 0.25 0.04
H 2.7676 0.2936 -3.2681 -0.14 -0.18 0.25
H -5.1941 -2.5159 0.4143 0.33 0.01 -0.02
H -3.4944 -2.1136 0.7841 -0.24 -0.20 -0.20
H -3.8931 -3.5525 -0.1659 -0.04 0.31 0.00
H -0.9107 -1.4787 -3.7513 -0.15 0.31 0.07
H -0.9231 0.2553 -3.3693 -0.10 -0.22 -0.03
H -1.6778 -0.3275 -4.8560 0.03 -0.03 0.33
H 0.4620 -4.0178 -0.4646 -0.10 0.18 0.02
C -1.6398 1.6977 -0.3492 0.07 1.54 -0.19
Si -3.2868 1.9617 0.6286 -1.49 0.32 0.18
H -1.6832 1.1694 -1.3131 0.30 -0.05 -0.22
H -0.6556 1.7711 0.1715 -0.05 0.03 -0.47
C -3.1179 3.4811 1.7040 0.36 0.08 -0.01
C -4.0333 0.6583 1.7502 0.45 -0.42 0.12
C -4.7113 2.1433 -0.5821 0.17 0.33 -0.39
H -5.6547 2.1323 -0.0176 0.29 0.00 0.01
H -4.7694 1.3176 -1.3035 0.08 0.16 0.15
H -4.6668 3.0870 -1.1347 -0.11 -0.20 0.03
H -2.4914 3.2479 2.5756 -0.09 0.13 -0.09
H -4.1078 3.7782 2.0782 0.20 -0.17 -0.13
H -2.6782 4.3396 1.1885 -0.06 -0.09 0.10
H -3.3309 0.1770 2.4357 -0.36 0.07 0.05
H -4.5592 -0.1177 1.1752 0.19 0.19 0.17
H -4.7918 1.1981 2.3409 0.25 -0.11 -0.19
N -1.4897 -1.6889 2.8842 0.25 1.29 -2.27
C -1.3941 -1.0982 1.8725 -0.44 -0.84 2.10
```
Positions in Å, forces in eV/Å.

E_LUMO	-2.6	eV
net charge	+1
frontier orbital gap	8.818	eV
spin multiplicity	1

2.
Here is a molecular structure, C34H57BeN3O2SSi in a non-equilibrium geometry from the OMol25 dataset. Energies are from ωB97M-V/def2-TZVPD.

Structure (XYZ):
```
99
Properties=species:S:1:pos:R:3:forces:R:3
O 1.8578 -2.0528 -1.5469 -0.44 -2.79 2.53
O 0.5887 -0.5935 -2.7146 0.04 2.37 -7.40
C 3.0568 -2.4150 -0.7548 0.32 -0.44 0.06
C 3.3463 -3.9386 -0.7318 0.04 -0.59 0.08
H 2.9543 -2.1016 0.3061 -0.20 0.31 -0.79
H 3.8994 -1.9097 -1.2379 -0.37 0.13 0.17
H 2.6969 -4.4809 0.0085 0.52 0.53 -0.75
H 4.4085 -4.1266 -0.4125 -0.97 0.46 -0.19
H 3.2454 -4.4342 -1.7263 0.03 0.52 0.65
C 0.6401 -2.7955 -1.0000 0.47 -0.27 0.14
C 0.2755 -3.8890 -1.9670 -0.05 -0.51 -0.49
H -0.2251 -2.1228 -0.9050 0.76 0.30 0.14
H 0.8747 -3.2063 -0.0063 0.06 0.49 -0.37
H 0.0074 -3.4057 -2.9468 -0.01 -0.89 0.91
H -0.5673 -4.4904 -1.5296 0.59 0.64 -0.61
H 1.1351 -4.5799 -2.1209 -0.70 0.44 -0.02
C -0.6979 -0.2715 -3.6777 0.51 -0.18 1.00
C 1.7329 -0.7393 -3.9203 -0.55 0.77 0.16
C -1.8145 -1.0256 -3.0594 -0.05 -0.28 0.07
H -0.5427 -0.4796 -4.7617 0.57 -0.59 1.07
H -0.7757 0.8078 -3.6460 0.14 0.16 0.73
H -1.6916 -2.0881 -3.2737 -0.27 0.02 -0.05
H -2.7730 -0.6625 -3.4396 0.06 -0.11 0.06
H -1.7678 -0.8951 -1.9800 -0.25 0.15 -0.03
C 1.6832 -2.0948 -4.6377 -0.01 -0.05 0.20
H 2.6573 -0.6084 -3.3213 -0.64 0.11 -0.76
H 1.5475 0.0986 -4.6807 0.31 -1.00 1.65
H 1.8203 -2.9066 -3.8924 -0.09 0.45 -0.74
H 2.5312 -2.1358 -5.3748 -0.71 0.16 0.71
H 0.7378 -2.2418 -5.2174 0.73 0.07 0.55
H 1.1665 -1.2150 -2.1092 0.16 -0.51 1.19
N -0.6782 -0.2477 2.6071 -0.13 0.49 0.33
C -1.4801 0.0913 3.6383 0.22 -0.90 -1.39
C -2.3590 1.1827 3.5390 0.00 -0.02 0.49
C -2.5319 1.9874 2.4093 0.82 0.11 -0.57
C -1.5747 -0.8055 4.8469 -0.07 -0.10 0.41
H -0.5946 -1.1098 5.2220 0.05 0.09 -0.22
H -2.1280 -1.7319 4.6552 0.06 0.15 -0.19
H -2.0833 -0.3058 5.6712 -0.02 0.13 -0.12
C -3.7106 2.9223 2.3423 -0.33 -0.11 0.55
H -4.3774 2.6715 1.4916 0.37 0.22 0.47
H -3.3932 3.9826 2.2578 -0.20 -0.68 -0.01
H -4.2458 2.7655 3.2980 -0.06 0.40 -0.64
N -1.6457 1.9556 1.4046 -1.37 0.57 1.12
C -0.1976 -1.5936 2.4787 -0.36 -0.13 1.24
C 1.1119 -1.9479 2.8882 -0.52 0.14 -0.06
C 2.0225 -0.9574 3.5518 0.49 0.24 -0.25
C 1.5349 -3.2699 2.7551 -0.33 -0.04 -0.39
H 2.5689 -3.4937 3.0126 -0.23 -0.18 0.08
C 0.6628 -4.2551 2.2907 -0.04 -0.07 -0.04
H 1.0086 -5.2835 2.1947 -0.08 0.16 0.02
C -0.6617 -3.9289 1.9841 0.29 -0.10 0.26
H -1.3742 -4.6975 1.6677 0.30 0.18 0.11
C -1.1140 -2.6179 2.1186 0.71 0.58 -0.55
C -2.5492 -2.3002 1.8147 -0.29 0.12 -0.24
C -1.8832 2.6914 0.2277 -0.24 0.52 -0.54
C -1.3934 4.0025 0.0578 0.29 -0.26 0.51
C -0.8030 4.7323 1.2612 0.16 0.15 0.09
C -1.4418 4.6044 -1.2099 -0.33 -0.25 0.86
H -1.0071 5.6189 -1.2516 -0.34 -0.65 -0.50
C -2.0771 3.9361 -2.2659 0.59 0.83 0.44
H -2.0860 4.4653 -3.2220 -0.24 -0.52 0.09
C -2.6709 2.6935 -2.0388 0.35 0.72 -0.44
H -3.1869 2.2273 -2.8664 -0.21 -0.18 0.00
C -2.5968 2.0678 -0.8005 -0.15 0.63 -0.29
C -3.3459 0.8027 -0.5653 -0.08 -0.50 0.02
Be -0.2164 1.2270 1.6067 1.12 -0.89 0.04
H 2.9091 -1.4987 3.9427 -0.51 0.43 -0.01
H 1.5141 -0.3768 4.3508 0.34 -0.42 -0.44
H 2.3659 -0.2044 2.8189 -0.11 -0.32 0.45
H -2.6727 -1.3022 1.3662 0.15 -0.31 0.29
H -3.1338 -2.3073 2.7535 0.00 -0.09 -0.54
H -2.9412 -3.0397 1.0899 -0.05 0.26 0.56
H -0.2470 5.6158 0.9014 -0.08 -0.38 0.26
H -0.1359 4.0866 1.8797 -0.42 0.47 -0.63
H -1.5739 5.1164 1.9618 0.19 -0.26 -0.50
H -4.1213 0.8864 0.2048 0.21 0.12 -0.01
H -2.6527 0.0316 -0.2326 -0.05 -0.19 0.07
H -3.8515 0.4727 -1.4762 0.10 0.00 0.04
H -2.9715 1.3660 4.4151 0.01 0.11 -0.20
C 0.6835 0.8769 0.1377 0.11 -1.69 -2.71
Si 1.9670 1.7766 -1.1195 -0.87 1.67 2.92
H -0.2707 0.6508 -0.5265 1.69 -0.39 0.85
H 1.1510 -0.0971 0.5826 -0.72 0.98 -1.24
C 3.7563 1.0927 -1.2893 -0.68 -0.03 -0.06
C 2.2050 3.4406 -0.1537 0.37 -0.09 -0.69
C 1.3652 2.5001 -2.7821 -0.11 -0.34 -0.16
H 1.7211 3.5366 -2.9189 0.04 -0.49 0.23
H 0.2723 2.5649 -2.7822 0.03 -0.07 -0.04
H 1.6947 1.9212 -3.6529 -0.14 0.15 0.05
H 4.1179 0.8707 -0.2666 -0.06 -0.04 -0.57
H 4.4059 1.8657 -1.7523 -0.39 -0.51 0.23
H 3.7371 0.1814 -1.9120 0.48 0.30 0.33
H 2.9022 3.3653 0.6927 -0.29 0.04 -0.24
H 1.2433 3.8285 0.2105 0.41 -0.33 -0.08
H 2.5943 4.1951 -0.8473 0.17 0.05 0.03
S 1.4157 2.1485 2.5449 -0.09 0.60 0.63
C 0.7464 2.5431 4.0262 1.17 -0.55 -1.65
N 0.2943 2.8102 5.0370 -1.09 0.60 2.30
```
Positions in Å, forces in eV/Å.

E_LUMO	-0.1	eV
net charge	0
energy above the lowest of the compared OMol25 structures with the same formula, charge and spin	306.9	kJ/mol
frontier orbital gap	6.540	eV
spin multiplicity	1

Number 1: electronic energy -2176.2810 Ha. Number 2: electronic energy -2346.8339 Ha.